Below is a cluster of 13 separate species, C39H91N13O13 in total at a distorted geometry, with properties calculated with ωB97M-V/def2-TZVPD.

Properties
Kohn-Sham gap in eV: 9.055
Electronic energy in eV: -87908.2800
Energy above the lowest of the compared OMol25 structures with the same formula, charge and spin in eV: 6.782
Lowest unoccupied orbital energy in eV: 0.157
Multiplicity: 1

Geometry (Å):
1 C 9.610 -20.722 -8.289
2 O 9.811 -21.823 -8.755
3 N 10.573 -19.785 -8.325
4 C 10.442 -18.532 -7.559
5 C 11.873 -20.023 -8.897
6 H 8.695 -20.420 -7.769
7 H 9.447 -18.381 -7.143
8 H 10.665 -17.728 -8.267
9 H 11.197 -18.571 -6.770
10 H 12.086 -21.095 -8.884
11 H 11.850 -19.745 -9.955
12 H 12.709 -19.546 -8.393
13 C 4.925 -14.311 -6.897
14 O 5.482 -14.201 -5.836
15 N 4.676 -15.465 -7.535
16 C 4.975 -16.762 -6.934
17 C 3.944 -15.540 -8.790
18 H 4.538 -13.451 -7.466
19 H 5.317 -17.463 -7.695
20 H 4.036 -17.159 -6.530
21 H 5.694 -16.721 -6.124
22 H 4.360 -16.338 -9.405
23 H 2.873 -15.685 -8.604
24 H 4.090 -14.616 -9.359
25 C 6.873 -19.933 -5.928
26 O 7.379 -18.836 -6.048
27 N 7.234 -20.819 -4.984
28 C 6.678 -22.133 -4.905
29 C 8.245 -20.493 -4.003
30 H 6.207 -20.394 -6.676
31 H 5.904 -22.323 -5.646
32 H 6.104 -22.303 -3.982
33 H 7.446 -22.907 -4.933
34 H 8.528 -19.447 -3.954
35 H 7.835 -20.724 -3.010
36 H 9.127 -21.133 -4.080
37 C 5.842 -27.734 -6.966
38 O 6.965 -27.509 -7.360
39 N 5.165 -26.976 -6.093
40 C 5.669 -25.728 -5.564
41 C 3.789 -27.307 -5.770
42 H 5.272 -28.609 -7.306
43 H 6.757 -25.725 -5.654
44 H 5.406 -25.636 -4.511
45 H 5.357 -24.830 -6.100
46 H 3.061 -26.784 -6.395
47 H 3.627 -28.380 -5.877
48 H 3.574 -27.073 -4.728
49 C 4.504 -23.723 -1.494
50 O 4.478 -23.821 -2.710
51 N 4.195 -24.711 -0.629
52 C 4.131 -24.461 0.808
53 C 3.963 -26.089 -1.019
54 H 4.737 -22.773 -0.989
55 H 4.315 -23.418 1.046
56 H 4.906 -25.075 1.279
57 H 3.148 -24.749 1.182
58 H 4.728 -26.673 -0.498
59 H 2.970 -26.397 -0.687
60 H 4.041 -26.264 -2.085
61 C 3.224 -21.590 -6.637
62 O 2.991 -21.164 -5.527
63 N 3.006 -20.893 -7.765
64 C 3.606 -21.297 -9.032
65 C 2.481 -19.546 -7.743
66 H 3.655 -22.580 -6.852
67 H 4.179 -20.413 -9.326
68 H 2.924 -21.510 -9.858
69 H 4.345 -22.068 -8.832
70 H 2.387 -19.224 -6.707
71 H 3.235 -18.859 -8.139
72 H 1.564 -19.500 -8.321
73 C 3.606 -19.051 -0.687
74 O 4.402 -18.489 0.047
75 N 3.877 -19.593 -1.901
76 C 2.785 -19.891 -2.832
77 C 5.194 -19.630 -2.467
78 H 2.565 -19.258 -0.377
79 H 1.821 -19.637 -2.401
80 H 2.873 -20.952 -3.066
81 H 2.905 -19.333 -3.761
82 H 5.214 -19.011 -3.372
83 H 5.976 -19.343 -1.772
84 H 5.444 -20.621 -2.857
85 C 9.702 -16.938 -1.939
86 O 9.732 -18.133 -2.158
87 N 8.891 -16.354 -1.033
88 C 8.799 -14.909 -0.940
89 C 7.918 -17.050 -0.225
90 H 10.312 -16.185 -2.462
91 H 9.075 -14.555 0.054
92 H 7.770 -14.577 -1.098
93 H 9.393 -14.423 -1.710
94 H 8.143 -17.032 0.848
95 H 6.937 -16.587 -0.339
96 H 7.884 -18.104 -0.496
97 C 6.791 -24.367 -8.533
98 O 6.740 -23.493 -7.701
99 N 6.721 -24.178 -9.859
100 C 6.657 -25.260 -10.812
101 C 6.490 -22.854 -10.405
102 H 6.852 -25.443 -8.312
103 H 6.733 -26.211 -10.278
104 H 7.490 -25.233 -11.512
105 H 5.684 -25.254 -11.305
106 H 6.931 -22.856 -11.414
107 H 5.452 -22.621 -10.673
108 H 6.960 -22.065 -9.830
109 C 10.046 -25.331 -0.824
110 O 10.200 -26.531 -0.743
111 N 8.945 -24.773 -1.342
112 C 8.723 -23.345 -1.454
113 C 7.872 -25.593 -1.877
114 H 10.813 -24.664 -0.424
115 H 8.528 -23.060 -2.493
116 H 9.624 -22.790 -1.186
117 H 7.880 -23.038 -0.831
118 H 7.473 -25.082 -2.751
119 H 8.248 -26.553 -2.228
120 H 7.109 -25.778 -1.122
121 C 11.489 -23.455 -3.366
122 O 12.037 -23.317 -2.300
123 N 11.387 -22.510 -4.319
124 C 10.638 -22.763 -5.540
125 C 12.013 -21.222 -4.209
126 H 10.995 -24.382 -3.695
127 H 9.771 -22.100 -5.606
128 H 10.362 -23.808 -5.642
129 H 11.260 -22.481 -6.395
130 H 12.593 -21.211 -3.289
131 H 12.736 -21.059 -5.020
132 H 11.312 -20.392 -4.300
133 C 10.715 -14.670 -5.807
134 O 11.466 -13.887 -5.251
135 N 9.366 -14.719 -5.658
136 C 8.574 -15.649 -6.443
137 C 8.668 -13.956 -4.650
138 H 11.096 -15.413 -6.527
139 H 9.210 -16.373 -6.961
140 H 7.994 -15.131 -7.214
141 H 8.011 -16.289 -5.755
142 H 8.031 -13.196 -5.106
143 H 7.989 -14.631 -4.125
144 H 9.445 -13.525 -4.026
145 C 6.433 -18.790 -10.600
146 O 6.190 -19.452 -9.605
147 N 7.249 -17.712 -10.660
148 C 7.852 -17.154 -9.467
149 C 7.444 -16.998 -11.904
150 H 6.042 -19.000 -11.614
151 H 7.859 -16.063 -9.495
152 H 8.892 -17.467 -9.359
153 H 7.322 -17.476 -8.571
154 H 6.621 -16.308 -12.108
155 H 8.415 -16.515 -11.945
156 H 7.430 -17.691 -12.752


Below is a structure of composition FHNO3P at a distorted geometry, with properties calculated with ωB97M-V/def2-TZVPD.

Properties
Kohn-Sham gap in eV: 7.056
Charge: -2
Electronic energy in eV: -19653.3850
Energy above the lowest of the compared OMol25 structures with the same formula, charge and spin in eV: 0.958
Lowest unoccupied orbital energy in eV: 7.814
Multiplicity: 1

Geometry (Å):
1 N 1.121 0.346 -0.195
2 O -1.800 0.595 -0.337
3 O -0.497 -1.117 1.289
4 O -0.687 -1.585 -1.161
5 F 1.224 1.760 -0.525
6 P -0.688 -0.513 -0.132
7 H 1.327 0.515 1.061


Below is a cluster of 10 separate species, H20O10 in total at a distorted geometry, with properties calculated with ωB97M-V/def2-TZVPD.

Properties
Kohn-Sham gap in eV: 9.693
Electronic energy in eV: -20797.6757
Energy above the lowest of the compared OMol25 structures with the same formula, charge and spin in eV: 4.937
Lowest unoccupied orbital energy in eV: -0.208
SMILES: O.O.O.O.O.O.O.O.O.O
Multiplicity: 1

Geometry (Å):
1 H 0.394 1.168 -1.482
2 H 1.411 0.187 -0.923
3 H 0.257 2.982 -2.750
4 H -0.338 4.365 -2.540
5 H -0.432 -1.434 -0.168
6 H -1.937 -1.224 -0.156
7 H 1.857 -1.298 1.553
8 H 1.959 -1.541 3.049
9 H -4.269 -2.316 -0.783
10 H -3.253 -1.414 -1.464
11 H 3.395 1.565 0.908
12 H 2.006 1.653 0.296
13 H -1.453 -0.091 2.629
14 H -2.941 0.120 2.856
15 H -0.874 -3.330 -2.657
16 H -0.906 -2.089 -1.780
17 H 4.867 -0.789 -0.740
18 H 4.433 -2.037 0.010
19 H -2.543 3.494 1.142
20 H -2.217 3.192 2.596
21 O 0.486 0.256 -1.185
22 O 0.505 3.900 -2.596
23 O -1.266 -1.916 -0.174
24 O 2.119 -0.871 2.376
25 O -4.131 -1.405 -1.065
26 O 2.578 1.065 0.803
27 O -2.299 -0.551 2.599
28 O -0.618 -3.009 -1.785
29 O 5.218 -1.552 -0.268
30 O -2.006 2.916 1.697


Below is a cluster of 7 separate species, C13H44ClNO21P4 in total at a distorted geometry, with properties calculated with ωB97M-V/def2-TZVPD.

Properties
<S²>: 0.764
Kohn-Sham gap (alpha / beta) in eV: 8.520 / 2.779
Charge: +1
Electronic energy in eV: -108347.7204
Lowest unoccupied orbital energy (alpha / beta) in eV: -3.509 / -9.247
Multiplicity: 2

Geometry (Å):
1 N -1.304 2.349 -4.291
2 H -0.375 2.305 -3.896
3 H -1.380 3.335 -4.495
4 H -2.105 2.198 -3.694
5 H -1.439 1.884 -5.177
6 Cl 1.204 1.734 -1.154
7 O -0.034 2.061 -0.446
8 O 1.168 2.213 -2.524
9 O 2.427 2.087 -0.401
10 O 1.250 0.326 -1.349
11 C -5.363 1.198 2.861
12 O -4.269 1.994 3.222
13 P -2.935 1.373 4.092
14 O -3.322 0.680 5.323
15 O -1.829 2.583 4.200
16 C -0.547 2.259 3.866
17 O -2.174 0.324 3.091
18 C -2.013 0.440 1.706
19 H -5.567 1.154 1.791
20 H -6.261 1.717 3.197
21 H -5.506 0.169 3.188
22 H -0.254 1.225 4.051
23 H 0.201 2.827 4.418
24 H -0.234 2.568 2.869
25 H -0.983 0.728 1.494
26 H -2.694 1.252 1.455
27 H -2.482 -0.475 1.345
28 C 1.490 -1.402 2.110
29 O 2.831 -1.885 2.028
30 P 3.894 -1.676 3.273
31 O 5.206 -2.351 3.118
32 O 3.969 -0.073 3.518
33 C 5.115 0.587 3.988
34 O 2.985 -2.219 4.490
35 C 3.540 -2.196 5.878
36 H 0.722 -2.060 1.704
37 H 1.253 -0.520 1.515
38 H 1.184 -1.043 3.092
39 H 5.623 0.847 3.059
40 H 5.828 -0.053 4.508
41 H 4.764 1.430 4.583
42 H 4.558 -1.806 5.907
43 H 3.428 -3.153 6.387
44 H 3.000 -1.454 6.465
45 C -3.206 3.836 -0.340
46 O -4.286 3.040 -0.660
47 P -4.267 1.847 -1.729
48 O -3.636 2.250 -3.031
49 O -3.440 0.607 -1.064
50 C -3.047 -0.489 -1.821
51 O -5.770 1.251 -1.871
52 C -6.201 0.524 -2.969
53 H -2.944 3.546 0.678
54 H -3.424 4.904 -0.374
55 H -2.310 3.715 -0.949
56 H -2.620 -0.039 -2.717
57 H -3.974 -0.972 -2.130
58 H -2.472 -1.221 -1.255
59 H -7.238 0.777 -3.191
60 H -6.318 -0.536 -2.743
61 H -5.505 0.703 -3.789
62 C 2.399 -3.849 -5.825
63 O 1.756 -3.275 -4.729
64 P 0.790 -4.035 -3.734
65 O -0.046 -5.211 -4.322
66 O 1.777 -4.308 -2.490
67 C 2.254 -3.258 -1.642
68 O -0.144 -2.882 -3.211
69 C -1.199 -2.477 -4.093
70 H 1.840 -3.721 -6.751
71 H 2.627 -4.903 -5.665
72 H 3.306 -3.300 -6.077
73 H 1.487 -2.633 -1.185
74 H 2.826 -2.497 -2.174
75 H 2.910 -3.618 -0.850
76 H -1.021 -1.432 -4.346
77 H -2.217 -2.523 -3.706
78 H -1.250 -3.052 -5.018
79 C 6.965 1.601 1.012
80 O 5.931 2.342 0.703
81 H 6.677 0.564 0.838
82 H 7.797 1.832 0.346
83 H 7.447 1.625 1.990
84 H 5.170 1.786 0.519


Below is a cluster of 2 separate species, C10H16 in total at a distorted geometry, with properties calculated with ωB97M-V/def2-TZVPD.

Properties
Kohn-Sham gap in eV: 9.792
Electronic energy in eV: -10627.3773
Energy above the lowest of the compared OMol25 structures with the same formula, charge and spin in eV: 2.366
Lowest unoccupied orbital energy in eV: 0.968
SMILES: CCc1ccccc1.CC
Multiplicity: 1

Geometry (Å):
1 C 1.908 1.982 0.713
2 C 0.787 2.970 0.240
3 H 1.606 1.116 1.339
4 H 2.169 1.517 -0.166
5 H 2.883 2.467 1.087
6 H -0.190 2.758 0.710
7 H 1.046 3.940 0.617
8 H 0.759 2.832 -0.874
9 C -2.032 0.400 -0.078
10 C -3.183 0.077 0.972
11 C -0.820 -0.510 -0.307
12 C -0.232 -1.169 0.754
13 C -0.245 -0.724 -1.503
14 C 1.134 -1.771 0.781
15 C 1.105 -1.262 -1.640
16 C 1.809 -1.644 -0.479
17 H -2.508 0.708 -1.104
18 H -1.494 1.387 0.303
19 H -3.659 1.028 1.054
20 H -0.847 -1.420 1.659
21 H -0.624 -0.306 -2.391
22 H 1.652 -2.069 1.645
23 H 1.559 -1.204 -2.682
24 H 2.811 -1.933 -0.645
25 H -2.792 -0.094 1.909
26 H -3.756 -0.816 0.832


Below is a structure of composition C19H29Cl2N5NiO2P at a distorted geometry, with properties calculated with ωB97M-V/def2-TZVPD.

Properties
<S²>: 2.007
Kohn-Sham gap (alpha / beta) in eV: 7.684 / 6.950
Charge: +1
Electronic energy in eV: -107091.3929
Energy above the lowest of the compared OMol25 structures with the same formula, charge and spin in eV: 0.000
Lowest unoccupied orbital energy (alpha / beta) in eV: -3.142 / -3.859
Multiplicity: 3

Geometry (Å):
1 Ni -0.120 0.326 0.209
2 Cl -0.566 4.788 5.995
3 C -0.486 3.515 4.831
4 C -0.367 2.188 5.281
5 C -0.296 1.163 4.380
6 Cl -0.119 -0.469 4.927
7 C -0.355 1.374 2.967
8 O -0.298 0.365 2.179
9 C -0.463 2.738 2.549
10 C -0.503 3.073 1.162
11 O -0.466 2.302 0.192
12 C -0.524 3.782 3.495
13 H -0.329 1.980 6.341
14 H -0.585 4.146 0.937
15 H -0.596 4.809 3.155
16 C 5.158 0.571 1.163
17 N 4.170 0.774 2.216
18 C 4.010 -0.472 2.966
19 N 3.635 -1.594 2.110
20 C 4.618 -1.741 1.040
21 N 4.791 -0.517 0.261
22 C 3.646 -0.206 -0.561
23 P 2.115 0.054 0.503
24 C 2.913 1.266 1.696
25 C 2.291 -1.462 1.595
26 H 6.110 0.315 1.629
27 H 5.283 1.495 0.596
28 H 3.255 -0.338 3.742
29 H 4.962 -0.709 3.443
30 H 4.308 -2.551 0.378
31 H 5.579 -2.000 1.487
32 H 3.463 -1.016 -1.270
33 H 3.840 0.704 -1.132
34 H 2.228 1.449 2.526
35 H 3.081 2.210 1.171
36 H 2.026 -2.359 1.028
37 H 1.579 -1.353 2.415
38 C -5.678 -2.816 0.681
39 C -4.973 -1.647 1.362
40 N -4.101 -0.885 0.463
41 C -4.743 0.086 -0.424
42 C -4.869 -0.388 -1.871
43 C -2.772 -1.010 0.482
44 C -2.148 -2.003 1.424
45 N -1.969 -0.340 -0.309
46 H -6.285 -3.353 1.409
47 H -4.955 -3.511 0.253
48 H -6.336 -2.471 -0.116
49 H -4.394 -2.009 2.206
50 H -5.715 -0.955 1.763
51 H -4.187 1.026 -0.383
52 H -5.732 0.293 -0.017
53 H -3.902 -0.678 -2.283
54 H -5.280 0.415 -2.483
55 H -5.536 -1.245 -1.943
56 H -2.253 -1.684 2.461
57 H -1.087 -2.067 1.202
58 H -2.592 -2.992 1.314
59 H -2.444 0.272 -0.960


Below is a cluster of 2 separate species, C4H12 in total, with properties calculated with ωB97M-V/def2-TZVPD.

Properties
Kohn-Sham gap in eV: 12.880
Electronic energy in eV: -4342.3275
Energy above the lowest of the compared OMol25 structures with the same formula, charge and spin in eV: 0.201
Lowest unoccupied orbital energy in eV: 1.197
SMILES: CC.CC
Multiplicity: 1

Geometry (Å):
1 C -1.028 -0.850 -1.425
2 C 0.413 -1.270 -1.692
3 H -1.774 -1.440 -1.954
4 H -1.350 -1.022 -0.389
5 H -1.224 0.198 -1.650
6 H 0.591 -1.452 -2.750
7 H 0.608 -2.191 -1.143
8 H 1.110 -0.491 -1.386
9 C 0.429 0.649 2.181
10 C 0.162 1.465 0.919
11 H 1.373 0.094 2.186
12 H 0.579 1.339 3.016
13 H -0.328 -0.092 2.413
14 H 0.590 1.028 0.024
15 H 0.540 2.485 1.029
16 H -0.904 1.620 0.764


Below is a structure of composition C9H19F2I2N2O5PtS2 at a distorted geometry, with properties calculated with ωB97M-V/def2-TZVPD.

Properties
<S²>: 2.348
Kohn-Sham gap (alpha / beta) in eV: 6.697 / 4.162
Charge: -1
Electronic energy in eV: -69404.5960
Energy above the lowest of the compared OMol25 structures with the same formula, charge and spin in eV: 7.601
Lowest unoccupied orbital energy (alpha / beta) in eV: 0.031 / -1.709
Multiplicity: 3

Geometry (Å):
1 Pt 2.976 -0.279 0.857
2 N 4.286 2.465 -0.179
3 S 4.121 3.725 -1.063
4 O 4.913 4.084 -2.214
5 O 3.294 4.692 -0.349
6 F 2.858 3.163 -1.821
7 S 5.796 3.221 0.375
8 O 5.619 4.413 1.211
9 O 7.006 3.027 -0.413
10 F 5.999 2.025 1.449
11 I 2.427 -0.484 4.630
12 I 5.329 -2.740 -1.021
13 C -0.371 -3.137 0.579
14 C -1.425 -2.137 -0.165
15 C -2.567 -2.397 0.774
16 C -3.613 -1.281 0.808
17 C -3.025 0.089 0.994
18 C -1.798 0.361 0.037
19 N -0.920 -0.777 -0.115
20 O 0.142 -0.494 -0.988
21 C -2.211 1.094 -1.412
22 C -1.064 1.463 0.829
23 C -1.869 -2.587 -1.618
24 H -0.138 -2.793 1.587
25 H 0.568 -3.120 0.026
26 H -0.548 -4.212 0.615
27 H -3.062 -3.295 0.405
28 H -2.184 -2.590 1.776
29 H -4.276 -1.449 1.657
30 H -4.184 -1.428 -0.108
31 H -2.993 0.391 2.040
32 H -3.825 0.698 0.572
33 H -1.377 1.326 -2.075
34 H -2.951 0.502 -1.951
35 H -2.591 2.089 -1.182
36 H -0.751 1.131 1.819
37 H -0.052 1.660 0.473
38 H -1.614 2.391 0.982
39 H -1.530 -3.617 -1.728
40 H -1.183 -2.154 -2.346
41 H -2.918 -2.528 -1.907
42 H -0.295 -0.510 -1.843


Below is a cluster of 2 separate species, CH3F3N2O in total at a distorted geometry, with properties calculated with ωB97M-V/def2-TZVPD.

Properties
Kohn-Sham gap (alpha / beta) in eV: 8.690 / 8.691
Electronic energy in eV: -14255.0939
Energy above the lowest of the compared OMol25 structures with the same formula, charge and spin in eV: 7.906
Lowest unoccupied orbital energy (alpha / beta) in eV: -2.051 / -2.049
Multiplicity: 1

Geometry (Å):
1 C -0.435 1.088 -0.276
2 N 1.968 2.150 -0.486
3 N 1.110 2.945 -0.959
4 O 0.709 0.869 0.393
5 F 2.752 2.613 0.592
6 F 0.836 4.110 -0.234
7 F 1.548 3.439 -2.135
8 H -0.918 1.982 -0.067
9 H -0.975 0.220 -0.168
10 H -0.276 1.195 -1.386